# 1
Below is 12 unconnected molecules or ions with the total composition C54H105N3O18S3, with properties calculated with ωB97M-V/def2-TZVPD.

XYZ file:
```
183
Properties=species:S:1:pos:R:3:mulliken_charge:R:1
O -0.764 -0.011 -2.429 -0.230
S -0.737 -0.765 -1.191 0.342
O -1.220 -2.144 -1.217 0.083
C 0.988 -0.606 -0.593 -0.358
C 0.990 0.804 0.100 0.247
C -0.407 1.054 0.679 -0.082
C -1.530 0.263 0.011 0.265
H 1.590 -0.647 -1.479 0.557
H 1.144 -1.407 0.084 -0.482
H 1.678 0.868 0.981 -0.236
H 1.259 1.568 -0.554 -0.040
H -0.697 2.101 0.612 0.735
H -0.357 0.648 1.722 -0.737
H -2.340 0.730 -0.530 0.153
H -1.930 -0.448 0.715 -0.607
O 4.925 -0.214 -0.119 -0.434
S 5.309 0.991 -0.845 1.006
O 4.984 1.119 -2.212 -0.684
C 4.763 2.375 0.111 1.938
C 5.988 3.031 0.721 -0.715
C 7.108 1.940 0.868 -0.517
C 7.069 1.219 -0.534 -0.955
H 4.049 2.008 0.821 -0.524
H 4.263 3.100 -0.550 -1.021
H 6.353 3.879 0.170 0.445
H 5.747 3.328 1.765 0.200
H 6.888 1.263 1.739 0.122
H 8.159 2.271 1.073 0.437
H 7.645 0.274 -0.532 0.438
H 7.387 1.861 -1.360 0.405
O 1.803 4.608 -1.910 -0.629
S 2.725 4.189 -2.903 1.356
O 4.141 4.287 -2.679 -0.784
C 2.457 2.550 -3.697 0.867
C 3.296 2.827 -4.961 -1.094
C 2.666 4.132 -5.532 -0.382
C 2.382 5.151 -4.469 -1.015
H 1.407 2.620 -3.988 -1.072
H 2.708 1.732 -3.020 0.218
H 4.397 2.956 -4.773 0.287
H 3.135 2.007 -5.617 0.595
H 1.680 3.849 -5.935 0.048
H 3.260 4.490 -6.394 0.528
H 1.369 5.671 -4.508 0.240
H 3.134 5.898 -4.445 0.617
C -5.870 -0.901 1.934 -1.012
C -4.739 -1.805 2.380 0.729
N -4.788 -3.118 1.737 0.512
C -3.494 -3.522 1.127 0.375
C -3.567 -4.823 0.288 -1.360
C -5.397 -4.129 2.492 -1.075
C -4.583 -4.722 3.727 -0.952
H -5.635 0.161 2.154 -0.190
H -6.794 -1.212 2.358 0.474
H -6.079 -1.042 0.842 0.120
H -3.754 -1.341 2.111 -0.734
H -4.719 -1.989 3.474 0.194
H -3.181 -2.794 0.438 -0.267
H -2.659 -3.605 1.890 0.227
H -2.586 -5.189 0.027 0.186
H -4.046 -5.535 0.856 0.704
H -4.215 -4.677 -0.664 0.075
H -5.734 -4.903 1.807 0.586
H -6.332 -3.680 2.853 0.484
H -4.194 -3.789 4.211 0.194
H -3.798 -5.354 3.398 0.258
H -5.284 -5.280 4.359 0.430
C 3.972 0.655 4.235 -1.034
C 3.900 -0.507 3.292 -0.537
N 2.875 -1.533 3.566 0.953
C 3.299 -2.477 4.649 -0.780
C 3.992 -3.662 3.968 -0.852
C 1.487 -0.961 3.739 -0.373
C 0.318 -1.902 3.345 -0.464
H 4.003 0.397 5.323 0.286
H 3.199 1.317 3.907 0.154
H 4.923 1.215 4.187 0.375
H 3.810 -0.114 2.307 -0.108
H 4.926 -1.028 3.248 0.403
H 2.420 -2.836 5.259 0.425
H 3.957 -1.903 5.295 0.374
H 4.498 -4.183 4.733 0.532
H 4.649 -3.247 3.186 -0.025
H 3.223 -4.315 3.516 0.207
H 1.376 -0.488 4.716 0.347
H 1.482 -0.094 2.960 -0.273
H 0.396 -1.940 2.233 -0.073
H 0.513 -2.954 3.715 0.489
H -0.672 -1.489 3.699 0.036
C -1.642 1.657 4.654 -1.197
C -3.025 1.067 4.831 0.339
N -3.997 2.045 5.336 0.009
C -5.213 1.296 5.770 -0.132
C -4.945 0.507 7.024 -1.358
C -4.258 3.071 4.368 -1.131
C -4.777 2.627 2.925 -0.360
H -1.438 2.211 5.561 0.477
H -1.520 2.364 3.801 0.152
H -0.824 0.897 4.534 -0.029
H -3.434 0.545 3.926 -0.179
H -2.926 0.304 5.625 0.379
H -5.958 2.077 5.908 0.477
H -5.624 0.697 4.927 0.068
H -4.342 1.103 7.772 0.306
H -5.860 0.095 7.407 0.443
H -4.316 -0.334 6.802 0.314
H -3.425 3.642 4.189 0.486
H -4.997 3.698 4.847 0.508
H -5.656 1.961 3.049 0.171
H -3.946 2.063 2.451 -0.182
H -5.089 3.474 2.318 0.520
O -1.266 5.590 -5.470 -0.622
C -1.471 4.754 -4.645 0.334
C -2.523 4.552 -3.637 -0.602
C -1.862 3.574 -2.700 0.087
C -0.989 2.745 -3.584 0.983
O -0.506 3.694 -4.605 -0.255
H -2.732 5.524 -3.225 0.376
H -3.395 4.141 -4.086 0.279
H -1.202 4.124 -1.986 0.018
H -2.653 3.022 -2.206 -0.025
H -0.096 2.368 -3.002 -0.748
H -1.535 1.976 -4.072 0.226
O 1.327 -3.777 -0.353 -0.211
C 2.522 -3.907 -0.341 0.052
C 3.462 -3.142 -1.256 1.903
C 4.849 -3.475 -0.766 -0.445
C 4.662 -4.715 0.151 -0.495
O 3.191 -4.783 0.479 -0.450
H 3.336 -3.496 -2.363 -0.148
H 3.293 -2.048 -1.112 -0.914
H 5.545 -3.752 -1.591 0.342
H 5.303 -2.653 -0.240 -0.023
H 4.929 -5.716 -0.249 0.220
H 5.170 -4.568 1.100 0.327
O -4.976 1.760 -1.516 -0.606
C -5.006 0.624 -1.901 0.357
C -6.304 -0.315 -2.125 -1.006
C -5.649 -1.658 -2.349 -0.311
C -4.249 -1.386 -2.680 0.373
O -3.884 -0.123 -2.130 0.146
H -6.980 -0.255 -1.323 0.485
H -6.856 -0.130 -3.052 0.293
H -5.575 -2.216 -1.431 -0.205
H -6.191 -2.352 -2.987 0.554
H -3.655 -2.176 -2.222 -0.298
H -4.050 -1.367 -3.770 0.166
O 2.336 3.656 3.110 -0.618
C 2.403 4.591 2.376 0.410
C 1.406 5.717 2.285 -0.515
C 1.734 6.313 0.936 -0.037
C 3.179 5.948 0.734 -0.370
O 3.373 4.717 1.411 -0.182
H 0.435 5.323 2.338 0.320
H 1.584 6.371 3.128 0.275
H 1.000 5.937 0.162 -0.143
H 1.602 7.406 0.933 0.412
H 3.394 5.752 -0.286 0.122
H 3.919 6.636 1.167 0.309
O -3.509 -4.639 -3.836 -0.595
C -2.376 -4.874 -3.568 0.304
C -1.174 -4.233 -4.121 0.169
C -0.198 -4.508 -2.986 0.672
C -0.615 -5.977 -2.645 -0.723
O -2.006 -6.004 -2.784 -0.385
H -0.915 -4.778 -4.991 0.512
H -1.406 -3.194 -4.412 -0.181
H 0.781 -4.332 -3.247 0.253
H -0.374 -3.988 -2.089 -0.537
H -0.093 -6.706 -3.200 0.350
H -0.375 -6.272 -1.600 0.297
O 3.158 -3.377 -4.789 -0.653
C 2.479 -2.505 -5.253 0.343
C 2.322 -1.949 -6.687 -0.863
C 1.110 -1.032 -6.661 -0.709
C 0.826 -0.858 -5.223 1.494
O 1.585 -1.879 -4.445 0.084
H 3.293 -1.512 -6.995 0.292
H 2.175 -2.735 -7.425 0.369
H 1.088 -0.084 -7.183 0.479
H 0.323 -1.634 -7.132 0.267
H 1.027 0.133 -4.842 -0.827
H -0.228 -1.053 -5.035 -0.182
```

As for the frontier orbital gap: 8.27 eV. The maximum force comes out at 3.49 eV/A.


# 2
Below is 5 unconnected molecules or ions with the total composition C23H40BBrO13, with properties calculated with ωB97M-V/def2-TZVPD.

XYZ file:
```
78
Properties=species:S:1:pos:R:3:mulliken_charge:R:1
C -0.754 5.051 -0.043 -0.860
C -2.130 4.600 -0.859 -0.039
Br -3.524 5.967 -0.423 -0.135
C -2.582 3.042 -0.573 -0.715
C -1.334 1.977 -0.475 0.289
C -0.139 1.770 -1.337 0.172
B 0.244 2.591 -2.710 0.488
O 0.561 4.032 -2.813 -0.498
O 0.225 1.796 -3.987 -0.525
C 0.695 0.518 -0.620 0.484
O 1.870 0.057 -1.117 -0.517
O -0.023 0.011 0.594 -0.221
C -1.258 0.848 0.753 0.284
O -2.200 0.713 1.726 -0.534
H -0.915 5.100 1.118 0.330
H 0.150 4.329 -0.245 0.199
H -0.483 6.129 -0.457 0.337
H -1.928 4.669 -2.033 0.204
H -3.089 3.048 0.509 0.359
H -3.451 2.668 -1.301 0.334
H -0.079 4.435 -3.491 0.316
H -0.547 1.147 -3.821 0.256
C 3.003 -0.606 1.646 -0.627
C 4.366 -0.580 2.307 -0.663
O 4.375 0.327 3.423 -0.362
C 3.998 0.001 4.681 0.691
C 3.244 -1.277 4.900 -0.858
O 4.201 0.776 5.612 -0.556
H 2.231 -0.974 2.327 0.249
H 3.015 -1.250 0.761 0.380
H 2.701 0.399 1.342 0.177
H 4.710 -1.574 2.602 0.394
H 5.103 -0.198 1.592 0.320
H 2.171 -1.077 4.841 0.214
H 3.483 -1.654 5.900 0.273
H 3.512 -2.071 4.204 0.361
C 2.348 -2.446 -4.638 -1.020
C 0.870 -2.629 -4.360 -0.355
O 0.091 -1.647 -5.065 -0.277
C -0.342 -1.780 -6.340 0.819
C 0.253 -2.861 -7.194 -1.207
O -1.146 -0.981 -6.811 -0.559
H 2.581 -2.593 -5.696 0.309
H 2.942 -3.155 -4.053 0.383
H 2.666 -1.431 -4.384 0.277
H 0.523 -3.642 -4.579 0.339
H 0.684 -2.464 -3.293 0.299
H 1.113 -2.461 -7.735 0.286
H -0.504 -3.188 -7.915 0.319
H 0.546 -3.750 -6.638 0.390
C -6.423 -2.622 -5.621 -0.917
C -6.416 -1.334 -6.421 -0.373
O -6.180 -0.203 -5.565 -0.378
C -4.956 0.251 -5.210 0.601
C -3.763 -0.624 -5.459 -0.687
O -4.835 1.323 -4.623 -0.598
H -5.455 -2.809 -5.149 0.258
H -6.662 -3.475 -6.265 0.341
H -7.161 -2.573 -4.817 0.295
H -5.705 -1.358 -7.250 0.371
H -7.405 -1.185 -6.866 0.305
H -3.575 -1.238 -4.576 0.237
H -2.894 0.019 -5.640 0.249
H -3.859 -1.258 -6.339 0.299
C 3.341 1.192 9.095 -1.037
C 2.189 0.427 8.475 -0.330
O 2.420 -0.990 8.544 -0.306
C 2.101 -1.771 9.602 0.725
C 1.759 -1.113 10.906 -0.945
O 2.167 -2.994 9.516 -0.594
H 3.450 0.965 10.159 0.344
H 3.192 2.271 8.987 0.360
H 4.286 0.921 8.617 0.290
H 1.224 0.693 8.914 0.356
H 2.124 0.679 7.411 0.251
H 2.666 -1.010 11.506 0.246
H 1.047 -1.751 11.440 0.306
H 1.275 -0.144 10.797 0.327
```

As for the frontier orbital gap: 7.95 eV. The relative energy (zero: lowest compared OMol25 entry of this formula, charge and spin) comes out at 164.24 kcal/mol. The maximum force comes out at 10.00 eV/A.


# 3
Below is 20 unconnected molecules or ions with the total composition C25H27Cl58F7NO2PS, with properties calculated with ωB97M-V/def2-TZVPD.

XYZ file:
```
122
Properties=species:S:1:pos:R:3:mulliken_charge:R:1
C 5.238 -3.063 4.892 -0.799
C 3.944 -2.491 4.134 0.166
C 2.673 -2.289 5.124 -0.359
Cl 1.953 -3.968 5.358 -0.129
P 1.476 -1.144 4.154 0.155
N 2.231 0.459 4.002 -0.325
S -0.398 -0.964 5.266 1.009
O -0.267 -1.500 6.669 -0.601
O -0.894 0.455 5.197 -0.624
C -1.626 -1.993 4.251 0.485
F -0.925 -3.196 3.959 -0.229
F -1.835 -1.262 3.067 -0.226
C -2.962 -2.324 5.053 0.516
F -2.694 -3.472 5.834 -0.260
F -3.328 -1.238 5.869 -0.240
C -4.226 -2.687 4.145 0.567
F -3.910 -3.181 2.880 -0.329
F -4.999 -3.679 4.776 -0.234
F -4.983 -1.528 3.980 -0.243
H 6.034 -2.252 4.867 0.251
H 4.914 -3.347 5.942 0.253
H 5.604 -3.964 4.285 0.272
H 4.102 -1.473 3.623 -0.467
H 3.607 -3.209 3.309 0.540
H 2.954 -1.778 6.098 0.387
H 3.145 0.352 4.486 0.101
H 2.505 0.488 3.000 0.204
C -4.456 -1.570 -0.717 0.029
Cl -5.012 -2.694 -1.968 -0.129
Cl -4.320 -2.393 0.843 0.067
Cl -2.907 -0.850 -1.176 -0.101
H -5.189 -0.772 -0.621 0.251
C 5.719 1.099 1.678 0.840
Cl 5.882 2.492 2.753 -0.051
Cl 5.927 -0.407 2.584 -0.075
Cl 4.149 1.124 0.862 -0.114
H 6.499 1.156 0.919 -0.529
C -8.684 -1.710 -3.662 0.021
Cl -7.632 -0.326 -3.336 -0.114
Cl -10.285 -1.164 -4.180 -0.124
Cl -7.965 -2.772 -4.881 -0.082
H -8.798 -2.276 -2.741 0.300
C -1.029 -2.879 -3.750 0.002
Cl -0.317 -4.083 -2.666 -0.095
Cl -0.093 -1.377 -3.718 0.063
Cl -1.137 -3.509 -5.398 0.059
H -2.037 -2.660 -3.402 0.049
C -3.692 -4.605 -8.581 -0.139
Cl -4.419 -3.855 -7.151 -0.074
Cl -4.648 -4.238 -10.025 -0.134
Cl -2.022 -4.062 -8.787 -0.041
H -3.687 -5.683 -8.437 0.386
C 5.671 0.391 7.389 -0.314
Cl 5.339 -0.989 8.444 -0.128
Cl 5.238 0.011 5.715 0.044
Cl 4.796 1.824 7.943 -0.013
H 6.737 0.604 7.427 0.373
C 1.836 3.745 9.643 -0.046
Cl 1.291 2.612 8.400 -0.037
Cl 1.934 2.944 11.216 -0.118
Cl 3.402 4.448 9.205 -0.146
H 1.108 4.550 9.714 0.337
C 3.954 -2.853 -4.474 -0.084
Cl 4.437 -3.524 -2.910 -0.131
Cl 2.244 -3.174 -4.787 -0.021
Cl 4.280 -1.115 -4.532 -0.090
H 4.541 -3.337 -5.250 0.318
C -5.266 -1.173 8.773 0.543
Cl -5.087 0.222 9.848 -0.140
Cl -5.040 -2.681 9.669 -0.133
Cl -6.850 -1.150 7.984 -0.065
H -4.500 -1.113 8.005 -0.186
C 7.538 3.149 -1.688 -0.102
Cl 7.714 4.530 -0.599 -0.104
Cl 7.748 1.630 -0.802 -0.177
Cl 5.964 3.190 -2.491 -0.043
H 8.313 3.211 -2.449 0.378
C -2.676 -3.275 -13.295 0.408
Cl -1.113 -3.229 -12.471 -0.124
Cl -3.206 -1.640 -13.717 -0.120
Cl -2.588 -4.292 -14.740 -0.128
H -3.408 -3.707 -12.617 -0.039
C 4.213 6.135 -5.258 -0.065
Cl 4.237 4.691 -6.282 -0.119
Cl 2.615 6.356 -4.534 -0.053
Cl 5.452 6.024 -4.002 -0.053
H 4.430 7.000 -5.881 0.327
C 1.000 2.988 -3.987 0.201
Cl 0.349 3.519 -5.543 -0.126
Cl 0.177 3.815 -2.656 -0.139
Cl 0.852 1.234 -3.814 -0.021
H 2.055 3.249 -3.951 0.016
C -9.791 -3.249 5.833 0.149
Cl -9.616 -1.856 6.908 -0.118
Cl -9.564 -4.758 6.727 -0.120
Cl -11.373 -3.228 5.039 -0.128
H -9.023 -3.188 5.065 0.212
C 2.981 6.224 -0.318 -0.177
Cl 2.713 7.791 -1.098 -0.046
Cl 4.116 5.241 -1.254 0.101
Cl 3.574 6.451 1.333 -0.091
H 2.031 5.695 -0.271 0.234
C 3.861 5.785 5.787 0.580
Cl 4.918 7.159 6.144 -0.130
Cl 2.267 6.346 5.265 -0.119
Cl 4.588 4.744 4.556 -0.017
H 3.738 5.203 6.698 -0.288
C -5.570 -0.825 -8.581 0.506
Cl -6.332 -0.035 -7.193 -0.115
Cl -6.491 -0.513 -10.059 -0.137
Cl -3.896 -0.282 -8.765 -0.105
H -5.563 -1.897 -8.402 -0.160
C -1.196 -7.605 -5.896 -0.082
Cl -1.117 -8.627 -7.339 -0.137
Cl 0.399 -6.943 -5.515 -0.089
Cl -2.372 -6.303 -6.119 -0.021
H -1.520 -8.220 -5.059 0.333
C 2.163 10.810 -3.755 0.062
Cl 1.905 12.384 -4.519 -0.129
Cl 3.304 9.843 -4.699 -0.095
Cl 2.744 11.012 -2.097 -0.127
H 1.211 10.285 -3.723 0.269
```

As for the frontier orbital gap: 9.05 eV. The maximum force comes out at 6.24 eV/A.


# 4
Below is a molecular structure, C4H11N2O, with properties calculated with ωB97M-V/def2-TZVPD.

XYZ file:
```
18
Properties=species:S:1:pos:R:3:nbo_charge:R:1
C 1.310 -1.213 -0.326 -0.060
C 0.065 -0.155 0.937 0.934
C -3.379 -0.090 -0.010 -0.939
C 2.249 1.148 -0.389 -0.421
N 0.349 -1.438 0.798 -0.602
N 1.036 0.203 -0.640 -0.545
O -0.380 0.748 1.514 -0.361
H 2.298 -1.516 -0.126 0.225
H 0.940 -1.912 -1.219 0.224
H -2.322 -0.350 0.581 0.139
H -3.768 0.483 0.812 0.274
H -3.072 -0.113 -1.124 0.275
H 1.892 2.109 -0.498 0.234
H 2.474 1.099 0.730 0.229
H 3.134 0.861 -1.160 0.246
H 0.624 -2.110 1.446 0.457
H 0.836 0.161 -1.638 0.436
H -3.946 -0.743 0.627 0.254
```

As for the frontier orbital gap: 10.49 eV. The relative energy (zero: lowest compared OMol25 entry of this formula, charge and spin) comes out at 141.67 kcal/mol. The net charge is +1. The maximum force comes out at 5.64 eV/A.


# 5
Below is a molecular structure, C30H34N4O3PSTb, with properties calculated with ωB97M-V/def2-TZVPD.

XYZ file:
```
74
Properties=species:S:1:pos:R:3:lowdin_spin:R:1
Tb 0.787 0.132 0.826 6.145
C 1.482 -1.902 -2.115 0.000
C 0.305 -1.000 -2.427 0.000
N 0.448 0.305 -1.792 0.001
C 1.383 1.230 -2.415 0.000
C 2.793 1.056 -1.912 0.000
C 3.888 1.291 -2.736 0.000
C 5.161 1.124 -2.221 0.000
C 5.310 0.703 -0.908 0.000
C 4.168 0.486 -0.153 0.000
C 4.227 0.018 1.279 0.000
N 3.141 -0.908 1.567 0.003
C 3.351 -2.291 1.131 0.001
C 3.028 -2.494 -0.337 0.000
N 1.673 -2.041 -0.665 -0.004
N 2.941 0.676 -0.642 -0.002
H 2.400 -1.472 -2.524 0.000
H 1.350 -2.872 -2.611 0.000
H -0.615 -1.446 -2.044 0.000
H 0.182 -0.914 -3.516 0.000
H -0.467 0.742 -1.731 0.000
H 1.066 2.242 -2.153 0.000
H 1.377 1.154 -3.511 0.000
H 3.731 1.590 -3.763 0.000
H 6.030 1.299 -2.842 0.000
H 6.286 0.533 -0.476 0.000
H 4.099 0.893 1.924 0.000
H 5.219 -0.401 1.497 0.000
H 2.943 -0.912 2.562 0.000
H 2.693 -2.921 1.727 0.000
H 4.379 -2.623 1.330 0.000
H 3.189 -3.550 -0.594 0.000
H 3.718 -1.922 -0.960 0.000
H 0.992 -2.702 -0.295 0.000
O 0.531 2.399 0.147 0.002
S 0.230 2.922 1.502 0.002
O 0.811 4.189 1.825 0.000
O 0.685 1.785 2.382 -0.002
C -1.533 3.054 1.599 -0.001
C -2.000 4.226 2.187 0.000
C -3.348 4.527 2.170 -0.001
C -4.229 3.654 1.543 0.000
C -3.761 2.477 0.996 -0.003
C -2.403 2.117 1.019 -0.006
P -2.040 0.389 0.473 -0.042
C -2.715 0.355 -1.217 -0.005
C -3.138 -0.892 -1.701 -0.007
C -3.591 -1.040 -3.000 0.001
C -3.664 0.059 -3.848 -0.008
C -3.279 1.305 -3.375 0.001
C -2.804 1.453 -2.081 -0.006
C -0.904 -2.025 2.798 -0.001
C -1.239 -3.123 1.987 -0.007
C -2.542 -3.573 1.865 0.001
C -3.567 -2.947 2.562 -0.009
C -3.255 -1.882 3.394 0.001
C -1.952 -1.432 3.514 -0.006
H -1.290 4.913 2.624 0.000
H -3.704 5.440 2.627 0.000
H -5.287 3.878 1.504 0.000
H -4.464 1.779 0.558 -0.001
H -3.125 -1.746 -1.031 0.000
H -3.909 -2.017 -3.344 0.000
H -4.032 -0.053 -4.859 -0.001
H -3.344 2.173 -4.020 0.000
H -2.497 2.433 -1.735 0.000
H -0.452 -3.637 1.439 0.000
H -2.758 -4.421 1.226 0.000
H -4.588 -3.290 2.463 -0.001
H -4.040 -1.383 3.950 0.000
H -1.737 -0.583 4.154 0.000
C 0.457 -1.472 2.778 -0.045
H 1.184 -2.289 2.782 -0.002
H 0.639 -0.824 3.645 -0.001
```

As for the frontier orbital gap (spin up / spin down): 6.22 / 6.24 eV. Its multiplicity is 7. The relative energy (zero: lowest compared OMol25 entry of this formula, charge and spin) comes out at 0.00 kcal/mol. The expectation value of S² is 12.1349. The maximum force comes out at 1.50 eV/A.